Record 1
C20H22N4O3 | the ωB97M-V functional and the def2-TZVPD basis

Output
**Relative energy (zero: lowest compared OMol25 entry of this formula, charge and spin)**: 588.48 kJ/mol
**Total charge**: 0
**Molecular weight**: 366.42 g mol⁻¹
**E_HOMO**: -7.5488 eV
**Gap between HOMO and LUMO**: 6.51 eV
**E**: -33196.70702 eV

Positions of all 49 atoms, in Å:
H  -1.350  -4.250  0.294
N  -1.313  -3.284  0.614
C  -0.506  -3.161  1.573
C  -0.295  -1.775  2.167
C  0.216  -0.870  1.093
C  1.393  -0.911  0.483
C  2.491  -1.847  0.758
C  2.772  -2.903  -0.021
C  1.383  0.191  -0.525
O  2.229  0.419  -1.338
O  0.239  0.925  -0.376
C  -0.593  0.245  0.524
O  -1.709  0.566  0.762
H  0.071  -3.997  1.977
H  0.396  -1.795  3.009
H  -1.284  -1.443  2.486
H  3.116  -1.630  1.622
H  2.980  -3.871  0.427
H  2.873  -2.853  -1.101
C  -1.620  0.095  -3.137
C  -2.120  -0.003  -4.463
C  -3.473  -0.188  -4.368
N  -3.806  -0.198  -3.039
C  -2.680  -0.029  -2.280
H  -0.600  0.250  -2.832
H  -1.553  0.066  -5.376
H  -4.226  -0.302  -5.129
H  -4.734  -0.313  -2.677
H  -2.713  -0.004  -1.206
C  0.732  1.211  5.886
C  1.262  0.279  6.821
C  0.470  -0.838  6.776
N  -0.516  -0.615  5.854
C  -0.362  0.630  5.305
H  1.112  2.195  5.668
H  2.123  0.414  7.453
H  0.525  -1.765  7.320
H  -1.243  -1.265  5.618
H  -1.041  0.993  4.552
C  1.550  3.787  -5.068
C  0.228  3.826  -4.541
C  0.202  2.965  -3.475
N  1.439  2.411  -3.339
C  2.271  2.905  -4.304
H  1.927  4.341  -5.912
H  -0.600  4.412  -4.903
H  -0.585  2.693  -2.793
H  1.665  1.738  -2.619
H  3.299  2.590  -4.367



Record 2
C20H22N4O3S | the ωB97M-V functional and the def2-TZVPD basis

Output
**Relative energy (zero: lowest compared OMol25 entry of this formula, charge and spin)**: 0.00 kJ/mol
**Total charge**: 0
**Molecular weight**: 398.49 g mol⁻¹
**E_HOMO**: -8.3001 eV
**Gap between HOMO and LUMO**: 8.47 eV
**E**: -44038.51527 eV

Positions of all 50 atoms, in Å:
C  2.391  3.347  -2.567
C  1.598  3.191  -1.277
C  1.658  1.829  -0.652
C  2.310  0.748  -1.180
C  2.330  -0.497  -0.508
C  2.990  -1.643  -1.017
C  3.703  -1.599  -2.335
C  2.965  -2.795  -0.271
C  2.331  -2.852  0.976
C  1.683  -1.766  1.506
C  1.056  -1.800  2.861
C  1.659  -0.572  0.742
N  0.981  0.487  1.230
C  0.983  1.608  0.576
S  0.053  2.932  1.288
C  -0.784  2.020  2.612
C  -1.652  0.882  2.103
O  -1.835  -0.120  2.759
N  -2.208  1.117  0.888
C  -3.139  0.307  0.226
C  -3.033  -1.037  0.058
C  -1.881  -1.860  0.511
N  -4.049  -1.698  -0.589
C  -5.172  -1.112  -1.122
O  -6.044  -1.744  -1.664
N  -5.192  0.258  -0.996
C  -4.249  1.048  -0.365
O  -4.350  2.258  -0.337
H  3.445  3.135  -2.401
H  2.302  4.369  -2.928
H  2.014  2.681  -3.339
H  1.955  3.916  -0.538
H  0.546  3.434  -1.463
H  2.825  0.839  -2.122
H  4.508  -0.865  -2.313
H  4.133  -2.571  -2.563
H  3.018  -1.328  -3.138
H  3.459  -3.681  -0.643
H  2.362  -3.777  1.534
H  0.911  -2.824  3.194
H  1.708  -1.295  3.575
H  0.105  -1.276  2.865
H  -1.405  2.753  3.130
H  -0.038  1.620  3.298
H  -2.214  2.077  0.555
H  -1.928  -2.004  1.591
H  -0.947  -1.342  0.305
H  -1.873  -2.828  0.017
H  -3.997  -2.704  -0.678
H  -5.992  0.734  -1.399



Record 3
C20H22N4O5 | the ωB97M-V functional and the def2-TZVPD basis

Output
**Relative energy (zero: lowest compared OMol25 entry of this formula, charge and spin)**: 8.98 kJ/mol
**Total charge**: 0
**Molecular weight**: 398.42 g mol⁻¹
**E_HOMO**: -7.7047 eV
**Gap between HOMO and LUMO**: 8.30 eV
**E**: -37297.48319 eV

Positions of all 51 atoms, in Å:
C  4.186  2.738  1.478
N  3.396  1.947  0.554
C  3.837  0.726  0.136
N  5.039  0.310  0.534
C  3.044  -0.060  -0.710
C  3.450  -1.435  -0.954
O  4.600  -1.837  -0.807
C  2.413  -2.421  -1.477
O  1.287  -2.624  -0.626
C  1.423  -2.418  0.676
O  2.428  -1.986  1.191
C  0.179  -2.804  1.444
C  -1.100  -2.307  0.772
C  -1.156  -0.775  0.735
C  -2.277  -0.309  -0.134
C  -2.217  -0.125  -1.485
N  -3.440  0.263  -1.961
C  -4.321  0.330  -0.921
C  -5.667  0.671  -0.896
C  -6.310  0.647  0.323
C  -5.634  0.294  1.494
C  -4.299  -0.044  1.477
C  -3.621  -0.029  0.258
C  1.819  0.481  -1.240
O  1.081  -0.051  -2.050
N  1.496  1.771  -0.793
C  0.280  2.365  -1.329
C  2.199  2.509  0.112
O  1.840  3.597  0.504
H  4.291  2.223  2.435
H  3.647  3.671  1.637
H  5.167  2.956  1.054
H  5.495  0.718  1.330
H  5.263  -0.645  0.230
H  2.918  -3.385  -1.613
H  2.003  -2.065  -2.425
H  0.274  -2.407  2.456
H  0.165  -3.896  1.503
H  -1.968  -2.691  1.311
H  -1.137  -2.685  -0.250
H  -1.274  -0.383  1.748
H  -0.212  -0.403  0.332
H  -1.373  -0.242  -2.138
H  -3.654  0.463  -2.923
H  -6.190  0.944  -1.802
H  -7.358  0.906  0.378
H  -6.176  0.287  2.428
H  -3.786  -0.315  2.387
H  0.228  2.142  -2.393
H  0.320  3.438  -1.158
H  -0.596  1.945  -0.834



Record 4
C20H22N4O5RuS | the ωB97M-V functional and the def2-TZVPD basis

Output
**Relative energy (zero: lowest compared OMol25 entry of this formula, charge and spin)**: 0.00 kJ/mol
**Total charge**: +1
**Molecular weight**: 531.56 g mol⁻¹
**E_HOMO (spin up / spin down)**: -11.6291 / -11.6296 eV
**Gap between HOMO and LUMO (spin up / spin down)**: 6.16 / 6.15 eV
**E**: -50706.33855 eV
**Spin multiplicity**: 2

Positions of all 53 atoms, in Å:
Ru  -0.611  1.514  0.844
O  -0.134  3.012  -2.178
S  0.179  3.409  -0.832
O  0.930  4.598  -0.610
O  -1.102  3.420  -0.015
O  0.958  2.218  -0.205
C  0.660  4.293  3.743
C  0.358  3.647  4.961
C  -0.226  2.411  4.945
C  -0.546  1.798  3.707
N  -0.208  2.451  2.536
C  0.365  3.652  2.560
C  -1.202  0.562  3.518
C  -1.670  -0.294  4.545
C  -2.275  -1.478  4.237
C  -2.461  -1.833  2.879
C  -2.015  -0.973  1.909
N  -1.391  0.183  2.182
H  1.120  5.265  3.726
H  0.590  4.132  5.896
H  -0.452  1.895  5.863
H  0.597  4.106  1.602
H  -1.524  0.003  5.572
H  -2.614  -2.146  5.014
H  -2.938  -2.758  2.605
H  -2.166  -1.204  0.859
C  2.909  -1.692  -1.325
C  2.281  -1.179  -2.624
N  1.384  -2.144  -3.211
C  1.947  -3.343  -3.802
C  1.691  -4.603  -2.972
C  0.039  -2.001  -3.273
O  -0.682  -2.813  -3.816
C  -0.610  -0.770  -2.686
C  -1.489  -0.063  -3.514
C  -2.230  0.975  -2.982
C  -2.084  1.279  -1.638
N  -1.252  0.600  -0.846
C  -0.523  -0.402  -1.354
H  3.500  -0.897  -0.879
H  3.564  -2.539  -1.514
H  2.142  -1.999  -0.615
H  3.080  -0.974  -3.344
H  1.745  -0.246  -2.442
H  3.017  -3.188  -3.936
H  1.476  -3.487  -4.781
H  2.114  -4.513  -1.974
H  2.158  -5.451  -3.467
H  0.623  -4.792  -2.898
H  -1.580  -0.346  -4.551
H  -2.898  1.556  -3.596
H  -2.658  2.073  -1.171
H  0.119  -0.926  -0.650



Record 5
C20H22NO7V | the ωB97M-V functional and the def2-TZVPD basis

Output
**Total charge**: +1
**Molecular weight**: 439.34 g mol⁻¹
**E_HOMO (spin up / spin down)**: -12.0844 / -12.0969 eV
**Gap between HOMO and LUMO (spin up / spin down)**: 8.02 / 8.58 eV
**E**: -62603.43130 eV
**Spin multiplicity**: 2

Positions of all 51 atoms, in Å:
V  0.552  0.491  0.140
O  4.114  -0.531  3.081
C  2.895  -0.305  2.620
O  2.595  -0.407  1.451
C  1.904  0.077  3.705
O  0.941  1.008  3.261
C  1.391  2.337  3.098
C  1.983  2.615  1.728
O  2.880  3.348  1.477
O  1.312  1.933  0.708
H  4.678  -0.817  2.345
H  1.347  -0.832  3.943
H  2.426  0.410  4.604
H  0.506  2.971  3.198
H  2.123  2.641  3.849
C  0.964  -0.618  -2.679
N  1.464  0.473  -1.802
C  2.938  0.367  -1.719
C  1.070  1.789  -2.382
C  -0.396  1.977  -2.120
C  -1.233  2.694  -2.958
C  -2.576  2.828  -2.629
C  -3.077  2.245  -1.473
C  -2.238  1.523  -0.633
C  -0.890  1.388  -0.953
H  1.381  -0.479  -3.679
H  -0.121  -0.586  -2.727
H  1.282  -1.576  -2.277
H  3.369  0.453  -2.720
H  3.204  -0.596  -1.288
H  3.324  1.166  -1.089
H  1.327  1.814  -3.445
H  1.654  2.556  -1.869
H  -0.848  3.144  -3.865
H  -3.235  3.382  -3.284
H  -4.125  2.352  -1.227
H  -2.638  1.077  0.267
O  -0.878  -0.270  1.268
C  -0.710  -1.372  0.642
O  0.409  -1.439  -0.003
C  -1.716  -2.417  0.576
C  -1.420  -3.610  -0.083
C  -2.382  -4.602  -0.152
C  -3.627  -4.394  0.431
C  -3.919  -3.205  1.088
C  -2.962  -2.210  1.167
H  -0.446  -3.751  -0.529
H  -2.166  -5.533  -0.655
H  -4.378  -5.171  0.373
H  -4.891  -3.058  1.538
H  -3.167  -1.281  1.681



Record 6
C20H22O5S | the ωB97M-V functional and the def2-TZVPD basis

Output
**Relative energy (zero: lowest compared OMol25 entry of this formula, charge and spin)**: 176.14 kJ/mol
**Total charge**: 0
**Molecular weight**: 374.46 g mol⁻¹
**E_HOMO**: -7.7712 eV
**Gap between HOMO and LUMO**: 8.39 eV
**E**: -42168.10778 eV

Positions of all 48 atoms, in Å:
C  5.141  1.855  3.833
O  5.426  1.341  2.517
C  4.469  1.406  1.539
C  3.162  1.928  1.748
C  2.209  1.855  0.745
C  2.462  1.273  -0.468
C  3.783  0.822  -0.770
C  4.778  0.850  0.249
S  6.331  0.084  -0.047
O  1.363  1.306  -1.300
C  0.239  1.785  -0.543
C  -0.782  0.647  -0.312
C  -1.658  0.161  -1.512
C  -2.822  -0.613  -1.001
C  -4.115  -0.280  -1.425
C  -5.235  -0.995  -1.003
C  -5.043  -2.021  -0.099
C  -3.813  -2.348  0.398
C  -2.686  -1.667  -0.031
O  -3.921  -3.354  1.287
C  -5.325  -3.683  1.342
O  -6.039  -2.789  0.421
C  -0.909  -0.577  -2.668
C  0.005  -1.766  -2.332
O  -0.120  0.414  -3.353
C  0.826  2.329  0.767
H  5.055  2.937  3.773
H  5.892  1.571  4.567
H  4.185  1.475  4.211
H  2.847  2.373  2.703
H  3.985  0.440  -1.764
H  6.852  0.440  1.163
H  -0.268  2.610  -1.033
H  -1.531  0.982  0.405
H  -0.218  -0.175  0.121
H  -2.089  1.052  -1.965
H  -4.253  0.553  -2.118
H  -6.203  -0.715  -1.363
H  -1.721  -1.985  0.307
H  -5.673  -3.594  2.378
H  -5.457  -4.688  0.978
H  -1.606  -0.993  -3.376
H  0.698  -1.499  -1.499
H  0.601  -2.049  -3.202
H  -0.598  -2.633  -1.985
H  0.668  0.621  -2.802
H  0.346  1.921  1.660
H  0.763  3.394  0.858



Record 7
C20H23Br2NO2PSScTe | the ωB97M-V functional and the def2-TZVPD basis

Output
**Relative energy (zero: lowest compared OMol25 entry of this formula, charge and spin)**: 90.01 kJ/mol
**Total charge**: 0
**Molecular weight**: 704.81 g mol⁻¹
**E_HOMO**: -6.4256 eV
**Gap between HOMO and LUMO**: 6.38 eV
**E**: -214903.09773 eV

Positions of all 52 atoms, in Å:
Sc  10.708  10.406  5.877
C  8.646  13.449  5.952
C  10.079  13.835  6.009
C  10.439  15.180  6.168
C  11.733  15.609  6.165
C  12.730  14.541  5.995
C  14.062  14.792  5.980
Br  14.686  16.632  6.107
C  15.004  13.779  5.999
C  14.508  12.458  5.947
Br  15.838  11.130  5.885
C  13.151  12.081  5.958
O  12.615  10.950  5.900
C  12.288  13.222  5.957
N  10.935  12.882  5.913
H  8.099  14.186  5.463
H  8.288  13.430  6.953
H  8.475  12.504  5.431
H  9.614  15.893  6.360
H  12.138  16.622  6.138
H  16.079  14.015  6.083
C  9.328  8.497  9.689
S  8.615  9.494  8.353
C  8.025  8.126  7.317
O  9.877  10.093  7.674
H  10.044  7.777  9.230
H  8.605  8.015  10.391
H  9.988  9.147  10.325
H  7.191  8.395  6.742
H  7.777  7.428  8.048
H  8.824  7.774  6.609
C  13.535  7.733  6.682
P  12.080  8.126  5.618
C  12.998  8.437  3.997
C  11.451  6.469  5.364
C  10.729  6.133  4.204
C  10.224  4.859  3.971
C  10.457  3.846  4.951
C  11.084  4.170  6.145
C  11.558  5.486  6.328
H  13.202  7.503  7.678
H  14.160  8.689  6.655
H  14.113  6.800  6.397
H  13.498  7.569  3.596
H  13.674  9.307  4.132
H  12.316  8.720  3.194
H  10.683  6.973  3.467
H  9.872  4.590  2.965
H  10.167  2.820  4.638
H  11.294  3.430  6.914
H  12.123  5.614  7.296
Te  8.847  9.748  4.233



Record 8
C20H23ClCrN2 | the ωB97M-V functional and the def2-TZVPD basis

Output
**Relative energy (zero: lowest compared OMol25 entry of this formula, charge and spin)**: 277.88 kJ/mol
**Total charge**: 0
**Molecular weight**: 378.87 g mol⁻¹
**E_HOMO (spin up / spin down)**: -6.5831 / -7.5180 eV
**Gap between HOMO and LUMO (spin up / spin down)**: 5.97 / 5.32 eV
**E**: -65031.35237 eV
**Spin multiplicity**: 5

Positions of all 47 atoms, in Å:
C  1.381  2.262  -0.012
C  3.138  -0.796  0.207
H  1.606  2.964  -0.857
H  2.345  2.093  0.516
H  0.700  2.701  0.742
H  3.669  -1.568  -0.391
H  3.736  0.132  0.020
H  3.268  -0.972  1.296
C  -0.863  2.180  -1.425
C  -2.074  2.513  -2.045
C  -2.901  1.510  -2.517
C  -2.462  0.217  -2.383
H  -0.288  3.041  -1.063
H  -2.317  3.568  -2.115
H  -3.871  1.724  -2.988
H  -3.056  -0.624  -2.735
N  -0.422  0.905  -1.265
C  -1.223  -0.086  -1.786
C  -0.707  -1.459  -1.670
N  0.506  -1.611  -1.061
C  0.956  -2.878  -0.872
C  -0.985  -3.869  -1.921
C  0.241  -4.012  -1.279
H  1.926  -2.989  -0.368
H  0.639  -5.004  -1.087
C  -1.433  -2.571  -2.123
H  -2.368  -2.384  -2.619
H  -1.597  -4.700  -2.261
Cr  1.443  0.260  -0.303
C  2.276  0.147  -2.185
H  1.483  0.225  -2.950
H  2.814  -0.798  -2.352
H  2.959  1.001  -2.332
Cl  0.927  -1.310  4.484
C  -0.026  -0.018  3.889
C  -0.755  0.740  4.801
C  -1.584  1.779  4.349
C  -1.698  2.021  2.978
C  -0.977  1.260  2.072
C  -0.090  0.263  2.498
C  0.596  -0.566  1.512
H  -0.682  0.514  5.859
H  -2.155  2.374  5.067
H  -2.348  2.818  2.611
H  -1.074  1.444  0.998
H  1.438  -1.108  1.933
H  -0.091  -1.334  1.133



Record 9
C20H23ClN3O9P2Pd | the ωB97M-V functional and the def2-TZVPD basis

Output
**Total charge**: +1
**Molecular weight**: 653.24 g mol⁻¹
**E_HOMO (spin up / spin down)**: -9.6603 / -9.6564 eV
**Gap between HOMO and LUMO (spin up / spin down)**: 5.19 / 5.20 eV
**E**: -78584.54902 eV

Positions of all 59 atoms, in Å:
Pd  -0.157  0.280  -0.349
C  2.304  1.476  4.565
O  2.259  0.659  3.402
C  1.415  0.849  2.402
O  1.525  0.188  1.392
N  0.498  1.868  2.509
N  -0.448  2.019  1.474
H  3.170  1.122  5.124
H  1.412  1.342  5.183
H  2.443  2.528  4.309
H  0.244  2.215  3.428
H  -0.473  2.985  1.147
H  -1.383  1.733  1.774
C  -2.825  -3.538  -0.030
C  -3.096  -2.065  -0.229
O  -4.465  -1.726  -0.278
P  -2.476  -1.051  1.169
O  -3.067  0.418  0.934
O  -3.170  -1.572  2.488
O  -1.028  -0.972  1.378
P  -2.182  -1.419  -1.689
O  -2.868  -2.204  -2.880
O  -2.698  0.064  -1.834
O  -0.718  -1.594  -1.610
H  -3.348  -3.918  0.846
H  -1.755  -3.684  0.102
H  -3.149  -4.103  -0.904
H  -4.893  -2.237  -0.980
H  -3.842  0.502  0.370
H  -4.128  -1.616  2.511
H  -2.369  -2.216  -3.701
Cl  0.047  0.253  -3.865
C  0.762  1.526  -2.967
C  0.592  2.828  -3.374
C  1.085  3.868  -2.599
C  1.749  3.589  -1.402
C  1.971  2.296  -1.007
C  1.489  1.179  -1.772
C  1.882  -0.138  -1.467
H  0.080  3.036  -4.299
H  0.955  4.885  -2.929
H  2.128  4.406  -0.807
H  2.565  2.081  -0.129
H  2.603  -0.309  -0.677
H  1.705  -0.943  -2.171
N  -4.779  8.144  -4.002
C  -4.366  7.152  -3.593
C  -3.836  5.953  -3.096
C  -3.173  5.065  -3.971
C  -2.665  3.894  -3.500
C  -2.792  3.538  -2.115
C  -3.447  4.467  -1.240
C  -3.960  5.634  -1.725
C  -2.271  2.365  -1.685
C  -1.828  1.177  -1.466
H  -3.081  5.322  -5.018
H  -2.205  3.185  -4.169
H  -3.530  4.229  -0.190
H  -4.474  6.330  -1.076